Entry 1:
The following is a DFT calculation (ωB97M-V with the def2-TZVPD basis set) of a single C3H8S2 molecule at a distorted geometry.

Properties
Largest force on an atom in eV/Å: 4.256
SMILES: CCCSS
Net charge: 0
DFT total energy in hartree: -915.4247

Atoms and positions in Å:
C (-0.68074, -0.22669, -0.00874)
C (-0.43962, -1.71121, -0.02882)
C (0.48213, 0.42861, 0.87277)
S (0.61707, 2.25263, 0.73910)
S (0.64635, 2.81497, -1.24806)
H (-1.70105, -0.04099, 0.28304)
H (-0.87766, 0.22317, -1.06457)
H (-1.02646, -2.03829, 0.88396)
H (-1.00808, -2.20955, -0.76246)
H (0.53400, -2.01589, -0.12831)
H (1.42504, 0.08509, 0.42356)
H (0.16045, -0.02014, 1.91050)
H (1.86857, 2.45829, -1.87197)

Löwdin atomic charge list, values in e, 5 entries: number 1, C, carries -0.3567; number 2, C, carries -0.1350; number 3, C, carries -0.5459; number 4, S, carries 0.3729; number 5, S, carries 0.2496

Entry 2:
The following is a DFT calculation (ωB97M-V with the def2-TZVPD basis set) of 2 unconnected molecules or ions with the total composition C3H8S2 at a distorted geometry.

Properties
Largest force on an atom in eV/Å: 1.006
<S²>: 0.7553
Spin multiplicity: 2
Net charge: +1
DFT total energy in hartree: -915.0737

Atoms and positions in Å:
S (-1.98675, -1.01201, 2.18031)
S (-0.72879, -2.33706, 1.18659)
H (-1.00932, -0.17307, 2.42487)
H (-1.30706, -3.47317, 1.60266)
C (0.24839, -0.14060, -1.42087)
C (0.38856, 1.24395, -0.95766)
C (1.29432, 1.72746, -0.03596)
H (-0.75732, -0.39889, -1.04260)
H (0.11603, -0.30240, -2.49516)
H (1.05122, -0.81757, -1.14695)
H (-0.49324, 1.87375, -1.11284)
H (0.81435, 2.21738, 0.81247)
H (2.36963, 1.59222, 0.00517)

Löwdin atomic charge list, values in e, 5 entries: number 1, S, carries 0.3005; number 2, S, carries 0.2623; number 3, H, carries -0.2445; number 4, H, carries -0.1779; number 5, C, carries -0.0524

Entry 3:
The following is a DFT calculation (ωB97M-V with the def2-TZVPD basis set) of a gas-phase ion, C3H8S2 (charge +1) at a distorted geometry.

Properties
Largest force on an atom in eV/Å: 5.128
<S²>: 0.7539
Spin multiplicity: 2
Net charge: +1
DFT total energy in hartree: -915.1098

Atoms and positions in Å:
C (0.38581, -0.61515, 0.72332)
C (1.48452, 0.37249, 1.27094)
C (-0.32776, -0.01432, -0.46731)
S (-1.82135, -0.99618, -0.98740)
S (-2.35348, -0.06385, -2.85895)
H (0.88850, -1.59690, 0.49298)
H (-0.43405, -0.82639, 1.38087)
H (2.20383, 0.60115, 0.43533)
H (2.13429, 0.10056, 1.99150)
H (0.92454, 1.29777, 1.60023)
H (-0.75899, 0.99684, -0.24360)
H (0.39179, -0.01760, -1.37934)
H (-2.71765, 0.76158, -1.95856)

Löwdin atomic charge list, values in e, 5 entries: number 1, C, carries -0.3113; number 2, C, carries -0.0587; number 3, C, carries -0.4912; number 4, S, carries 0.8052; number 5, S, carries 0.5779

Entry 4:
The following is a DFT calculation (ωB97M-V with the def2-TZVPD basis set) of a single C3H8S3Si molecule at a distorted geometry.

Properties
Largest force on an atom in eV/Å: 4.161
SMILES: CS[SiH]1SCCS1
Net charge: 0
DFT total energy in hartree: -1603.1985

Atoms and positions in Å:
C (-2.02390, 0.68949, -0.07228)
C (-2.14530, -0.49622, 0.94176)
C (3.03432, 0.49354, -0.10372)
Si (0.34093, -0.92631, -0.69196)
S (-0.29311, 1.13318, -0.39761)
S (-1.37105, -1.93874, 0.12055)
S (2.34434, -0.97540, 0.67930)
H (-2.52221, 0.43399, -1.04010)
H (-2.49024, 1.44510, 0.49500)
H (-1.74497, -0.21758, 1.92977)
H (-3.25374, -0.71765, 0.95271)
H (2.83702, 0.59632, -1.17380)
H (4.03963, 0.49847, 0.00506)
H (2.56779, 1.42154, 0.29692)
H (0.68048, -1.43975, -1.94160)

Löwdin atomic charge list, values in e, 5 entries: number 1, C, carries -0.6525; number 2, C, carries -0.5947; number 3, C, carries -0.5762; number 4, Si, carries 0.0266; number 5, S, carries 0.5738

Entry 5:
The following is a DFT calculation (ωB97M-V with the def2-TZVPD basis set) of a single C3H8SSe molecule at a distorted geometry.

Properties
Largest force on an atom in eV/Å: 2.398
SMILES: C[Se]CCS
Net charge: 0
DFT total energy in hartree: -2918.6869

Atoms and positions in Å:
C (-2.43500, -0.84020, 0.55671)
C (1.42276, 1.07052, -0.14839)
C (0.41357, -0.01480, -0.37725)
S (3.07566, 0.37245, 0.22764)
Se (-1.56113, 0.82480, -0.01623)
H (-1.67387, -1.60703, 0.66345)
H (-2.91823, -0.66146, 1.51404)
H (-3.17187, -1.13882, -0.18515)
H (1.51442, 1.74685, -0.99678)
H (1.17373, 1.64992, 0.74154)
H (0.48338, -0.80154, 0.36558)
H (0.39384, -0.40728, -1.38721)
H (3.28274, -0.19340, -0.95794)

Löwdin atomic charge list, values in e, 5 entries: number 1, C, carries -0.4501; number 2, C, carries -0.6713; number 3, C, carries -0.4530; number 4, S, carries 0.6889; number 5, Se, carries 0.8072

Entry 6:
The following is a DFT calculation (ωB97M-V with the def2-TZVPD basis set) of a molecular structure, C3H9Ag2ClO4P at a distorted geometry.

Properties
Largest force on an atom in eV/Å: 3.497
Net charge: +1
DFT total energy in hartree: -1515.9542

Atoms and positions in Å:
Ag (0.67858, -3.25731, -0.92670)
Ag (3.28132, -4.70431, -3.12345)
Cl (2.92603, -2.09137, -2.12420)
C (1.97114, 0.61937, 0.71143)
O (0.61925, 0.98637, 1.04998)
P (-0.61897, -0.07148, 0.88951)
O (-0.16379, -1.45829, 0.88788)
O (-1.74872, 0.32417, 1.97923)
C (-2.48502, 1.53398, 1.90882)
O (-1.31524, 0.43382, -0.52655)
C (-0.68520, 0.11957, -1.74822)
H (2.06277, -0.19695, -0.00504)
H (2.47429, 0.34790, 1.63947)
H (2.40630, 1.51726, 0.27266)
H (-2.85208, 1.81767, 2.89517)
H (-3.25607, 1.49350, 1.13944)
H (-1.82095, 2.25869, 1.43774)
H (-1.23829, -0.58632, -2.36782)
H (0.37138, -0.14118, -1.68708)
H (-0.60680, 1.05494, -2.30233)

Löwdin atomic charge list, values in e, 5 entries: number 1, Ag, carries 0.6582; number 2, Ag, carries 0.6822; number 3, Cl, carries -0.3200; number 4, C, carries -0.0869; number 5, O, carries -0.2241

Entry 7:
The following is a DFT calculation (ωB97M-V with the def2-TZVPD basis set) of a molecular structure, C3H9BNO2Ti at a distorted geometry.

Properties
Largest force on an atom in eV/Å: 3.638
Net charge: +1
DFT total energy in hartree: -1198.7796

Atoms and positions in Å:
N (0.66111, 2.11477, 0.49489)
B (-0.41195, 1.32719, -0.19109)
C (0.20778, 0.02106, -1.00802)
C (-0.15606, -1.34457, -0.38461)
C (-0.10287, -1.40209, 1.11756)
O (-0.91802, -2.05180, 1.70303)
O (0.88173, -0.74226, 1.76542)
H (0.78748, 1.84214, 1.45762)
H (1.56900, 2.02837, 0.06328)
H (-1.01353, 2.12825, -1.00146)
H (-1.21255, 0.97732, 0.67120)
H (1.26657, 0.03681, -1.19340)
H (-0.24038, 0.05559, -2.04172)
H (0.48854, -2.11352, -0.78513)
H (-1.17723, -1.62532, -0.69203)
H (1.57475, -1.34548, 2.03721)
Ti (-2.20436, 0.09354, -2.01277)

Löwdin atomic charge list, values in e, 5 entries: number 1, N, carries 0.0842; number 2, B, carries -0.6240; number 3, C, carries -0.2092; number 4, C, carries -0.1357; number 5, C, carries -0.5316

Entry 8:
The following is a DFT calculation (ωB97M-V with the def2-TZVPD basis set) of 2 unconnected molecules or ions with the total composition C3H9BO at a distorted geometry.

Properties
Largest force on an atom in eV/Å: 4.255
Net charge: 0
DFT total energy in hartree: -219.7682

Atoms and positions in Å:
B (-0.18099, -0.30962, -0.82964)
C (-1.58160, 0.52802, -0.49328)
C (1.34941, 0.31243, 1.48166)
C (0.61393, -1.15172, 0.18113)
O (0.32741, -0.13031, -2.05711)
H (-1.75438, 0.50737, 0.53690)
H (-2.31905, -0.15655, -0.86294)
H (-1.85525, 1.48704, -0.92246)
H (0.41471, 0.81404, 1.74885)
H (1.84413, -0.04598, 2.41844)
H (1.85190, 0.93698, 0.80410)
H (1.59665, -1.44072, -0.22755)
H (-0.01681, -1.75776, 0.79070)
H (-0.29006, 0.40677, -2.56877)

Löwdin atomic charge list, values in e, 5 entries: number 1, B, carries -0.5869; number 2, C, carries -0.0155; number 3, C, carries 0.0330; number 4, C, carries 0.0278; number 5, O, carries 0.1410

Q: The lowest DFT total energy belongs to which entry?
A: C3H8SSe